Molecular formula: C42H41HfNO3P2S
Method: DFT, ωB97M-V/def2-TZVPD

XYZ file:
```
91
Properties=species:S:1:pos:R:3:forces:R:3
Hf 0.9845 0.9266 -1.2005 -0.23 1.33 1.06
C 0.6595 -1.5410 -0.4587 2.86 -2.69 -1.49
C 1.7709 -1.3122 -1.3139 -1.68 -3.14 1.64
C 1.7282 -1.8903 -2.7411 0.22 0.00 -0.10
C 1.0105 -0.9646 -3.7480 0.56 0.11 -0.18
C -0.0429 -0.0420 -3.1144 -1.72 -1.13 -0.15
C -1.2068 -0.6456 -2.6102 1.38 0.85 -1.98
C -1.2401 -2.0705 -2.2048 -0.69 -1.03 0.51
C -0.4363 -2.4605 -0.8932 -1.63 0.95 -0.10
C 2.2729 2.6434 -1.4069 -0.15 0.59 -0.39
H 0.8339 -1.5368 0.6256 -0.09 0.73 -0.31
H 2.7198 -1.4013 -0.7829 -0.21 0.73 0.04
H 1.2122 -2.8672 -2.7209 0.20 0.41 0.24
H 2.7383 -2.1104 -3.1343 -0.33 0.35 0.52
H 1.7563 -0.3713 -4.3048 -0.30 -0.05 0.32
H 0.5154 -1.5967 -4.5101 0.11 0.43 0.31
H -0.1023 0.9933 -3.4995 -0.37 -0.22 -0.27
H -2.1787 -0.1493 -2.7512 0.56 0.19 0.74
H -0.9175 -2.7492 -3.0230 -0.02 0.66 0.21
H -2.2825 -2.3395 -1.9789 0.42 0.11 -0.27
H -1.1457 -2.5599 -0.0515 0.20 0.00 -0.59
H -0.0323 -3.4634 -1.1136 0.34 0.40 0.39
H 2.4585 3.0843 -0.4104 -0.15 -0.24 -0.13
H 1.7433 3.4343 -1.9792 0.12 -0.18 0.08
H 3.2524 2.5261 -1.8757 -0.04 0.01 -0.10
P 5.8998 2.1622 -4.7781 1.07 0.07 0.39
P 3.5846 3.6369 -6.4636 0.54 1.36 -0.51
C 5.1181 1.3720 -6.1995 -1.10 0.05 -0.82
C 4.2805 2.0598 -7.0279 0.63 -0.88 0.66
C 7.6866 2.2066 -5.2045 -0.16 -0.06 0.13
C 8.2818 1.4220 -6.1986 0.31 0.41 0.12
C 9.5937 1.7177 -6.5870 -0.04 -0.13 -0.09
C 10.3080 2.7506 -5.9754 -0.15 0.12 0.13
C 9.7407 3.4456 -4.9027 -0.15 -0.09 0.11
C 8.4380 3.1660 -4.4977 -0.12 -0.35 -0.57
C 5.8270 0.7146 -3.6496 -0.27 -0.34 -0.14
C 4.5051 0.6707 -3.1735 0.21 0.06 0.61
C 4.2410 -0.0216 -2.0183 0.16 -0.39 -0.26
C 5.1072 -1.0561 -1.6330 0.10 0.49 0.41
C 6.4076 -1.0865 -2.1461 -0.26 -0.21 -0.15
C 6.8085 -0.1434 -3.1086 -0.86 0.46 0.05
C 4.1135 4.6923 -7.9147 -0.03 0.00 -0.08
C 5.4982 4.8387 -8.1281 -0.33 0.05 0.01
C 5.9765 5.6670 -9.1441 -0.32 -0.13 0.02
C 5.0740 6.3519 -9.9677 -0.16 -0.18 0.15
C 3.6943 6.1864 -9.7852 0.26 -0.22 0.17
C 3.2147 5.3543 -8.7650 0.31 -0.06 0.09
C 1.7811 3.4691 -6.7337 0.02 -0.70 0.22
C 0.9429 4.4245 -6.1260 0.05 -0.36 -0.32
C -0.4403 4.3120 -6.2578 0.04 -0.25 -0.21
C -0.9879 3.2296 -6.9682 0.05 0.27 0.08
C -0.1549 2.2527 -7.5212 -0.23 0.06 0.15
C 1.2290 2.3518 -7.3776 -0.36 0.46 0.10
H 5.3016 0.2946 -6.2876 0.30 0.36 -0.75
H 3.9988 1.6907 -8.0234 -0.03 -0.28 0.51
H 7.7298 0.5972 -6.6615 0.22 0.45 0.00
H 10.0490 1.1469 -7.3963 -0.06 0.14 0.22
H 11.3047 3.0342 -6.3280 -0.38 -0.26 0.13
H 10.2804 4.2324 -4.3830 0.10 -0.18 -0.16
H 7.9767 3.6817 -3.6509 0.17 0.06 -0.40
H 3.6921 1.2190 -3.6611 0.57 0.49 0.22
H 3.4176 0.3278 -1.3656 0.28 -0.44 -0.48
H 4.7509 -1.8033 -0.9264 0.46 0.18 0.28
H 7.1136 -1.8357 -1.7713 -0.31 0.28 -0.24
H 7.8495 -0.0914 -3.4291 -0.31 0.08 0.01
H 6.1968 4.2781 -7.5000 -0.11 0.25 -0.15
H 7.0515 5.7578 -9.3023 -0.30 0.03 0.03
H 5.4554 6.9929 -10.7637 -0.17 -0.16 0.23
H 2.9817 6.6803 -10.4460 0.25 -0.07 0.16
H 2.1411 5.1961 -8.6374 0.31 0.18 -0.08
H 1.3891 5.2466 -5.5615 -0.14 -0.17 -0.22
H -1.0889 5.0769 -5.8285 0.13 -0.25 -0.12
H -2.0721 3.1722 -7.0996 0.39 -0.04 0.03
H -0.5911 1.4206 -8.0793 0.14 0.23 0.21
H 1.8659 1.5641 -7.7706 -0.11 0.22 -0.07
O 0.8998 1.1917 0.9077 -1.61 -0.02 0.06
C -0.4173 1.1449 0.9587 0.91 -0.35 -1.92
N -0.9936 1.0318 -0.2690 0.30 0.08 0.25
S -2.6795 0.6780 -0.1442 -0.68 0.94 -0.30
O -3.3660 1.7748 -0.7792 0.68 -1.31 0.69
O -2.9726 -0.6920 -0.4990 0.40 0.96 -0.14
C -2.5953 0.6426 1.6132 -0.40 -1.19 0.78
C -3.4434 -0.1663 2.3890 0.15 0.80 0.13
C -3.0801 -0.3934 3.7279 0.18 0.20 -0.37
C -1.8165 -0.0103 4.1852 0.11 -0.17 0.36
C -0.8786 0.5798 3.3435 -0.38 0.47 -0.58
C -1.3082 0.9764 2.0528 0.24 -1.05 1.90
H -4.3499 -0.6365 2.0070 0.20 0.44 -0.11
H -3.7550 -0.9333 4.4005 0.28 0.19 -0.36
H -1.5419 -0.2729 5.2065 0.03 0.09 -0.27
H 0.1703 0.6888 3.6237 -0.37 0.14 0.05
```
Positions in Å, forces in eV/Å.

HOMO-LUMO gap (Ha): 0.10522
DFT total energy (eV): -82551.07402
Energy relative to the best compared isomer or geometry (same formula, charge and spin) (eV): 3.235
HOMO energy (eV): -11.32
E_LUMO (eV): -8.453
Charge: +2